Entry from the Open Molecules 2025 dataset: a cluster of 2 separate species, C13H18N2O6 in total at a distorted geometry (ωB97M-V/def2-TZVPD).

## Properties
LUMO level ... 0.0198 hartree
E_tot ... -1067.0339 Ha
HOMO-LUMO gap ... 9.696 eV
Relative energy (zero: lowest compared OMol25 entry of this formula, charge and spin) ... 103.00 kcal per mole

ORCA input file:
```
! wB97M-V def2-TZVPD RIJCOSX def2/J DEFGRID3
* xyz 0 1
C -1.0763 -0.9652 -5.5369
C -2.0384 0.1609 -5.7830
C -1.4956 -1.9006 -4.4364
C -1.3385 -1.0949 -3.1816
C -2.4183 -0.3385 -2.7543
C -0.0937 -1.0986 -2.5653
C -2.3067 0.4247 -1.5630
C 0.0240 -0.2720 -1.4582
C -1.1040 0.3855 -0.8886
C 2.0744 1.4875 5.2208
C 0.7302 1.8349 5.7972
C 1.9938 0.5146 4.0153
C 2.3430 -0.8282 4.7151
H 0.4250 -0.0940 -4.4328
H 0.4618 0.1321 -6.0671
H -1.1641 -1.5384 -6.5163
H -2.4264 -2.2961 -4.6303
H -0.7756 -2.6653 -4.3771
H -3.3255 -0.3639 -3.3997
H 0.6864 -1.6738 -2.9239
H -3.1577 0.9236 -1.1900
H 1.0041 -0.0527 -1.1715
H -1.0481 0.8934 0.1265
H -3.4389 -0.9526 -6.4390
H 3.2653 1.4756 6.8163
H 3.6421 0.4878 5.9035
H 2.3921 2.5407 4.8679
H 2.6207 0.7452 3.2552
H 1.0286 0.4468 3.7173
H 1.2927 -1.8500 5.9415
H 0.0134 2.5164 7.3787
N 0.3009 -0.6106 -5.3771
N 2.9797 0.8875 6.2465
O -1.7972 1.3265 -5.6599
O -3.3593 -0.1366 -6.0130
O -0.2875 1.9764 5.1727
O 3.4385 -1.4004 4.7065
O 1.1171 -1.2345 5.3745
O 0.8180 2.2064 7.1091
*
```

---

Entry from the Open Molecules 2025 dataset: the molecule C13H18N4O2S (ωB97M-V/def2-TZVPD).

## Properties
LUMO level ... 0.0199 hartree
E_tot ... -1273.8729 Ha
HOMO-LUMO gap ... 9.864 eV
Relative energy (zero: lowest compared OMol25 entry of this formula, charge and spin) ... 34.20 kcal per mole

ORCA input file:
```
! wB97M-V def2-TZVPD RIJCOSX def2/J DEFGRID3
* xyz 0 1
C 0.9768 2.8341 -3.2761
C 1.1829 1.5769 -2.4905
C 2.3643 1.3542 -1.7903
C 2.5348 0.1994 -1.0459
C 1.5179 -0.7343 -1.0083
C 0.3437 -0.5444 -1.7107
C 0.1804 0.6117 -2.4499
H -0.7362 0.7737 -2.9952
H -0.4199 -1.3036 -1.6691
S 1.7014 -2.1724 0.0377
O 0.6952 -3.1294 -0.3048
O 3.0771 -2.5661 0.0851
N 1.3433 -1.6289 1.5814
H 2.1085 -1.1499 2.0260
C 0.0308 -1.0953 1.8159
H -0.6123 -1.5622 1.0665
H -0.3132 -1.4082 2.8077
C -0.0475 0.4413 1.6902
N -1.3769 0.8828 1.3881
C -2.4421 1.0791 2.1992
N -3.4803 1.4352 1.4777
C -3.0194 1.4402 0.2035
N -1.7506 1.1096 0.1144
C -3.8633 1.7845 -0.9637
H -3.2610 1.7571 -1.8666
H -4.2900 2.7765 -0.8317
H -4.6832 1.0739 -1.0469
C -2.4127 0.9254 3.6708
H -2.2588 -0.1173 3.9445
H -3.3641 1.2595 4.0730
H -1.6095 1.5206 4.1036
H 0.5872 0.7730 0.8647
H 0.2888 0.9154 2.6175
H 3.4463 0.0037 -0.5025
H 3.1543 2.0902 -1.8251
H 0.1506 3.4039 -2.8529
H 0.7230 2.5997 -4.3083
H 1.8688 3.4547 -3.2672
*
```

---

Entry from the Open Molecules 2025 dataset: a structure of composition C13H18N6O9RuS (ωB97M-V/def2-TZVPD).

## Properties
LUMO level (spin up / spin down) ... -0.1136 / -0.1424 hartree
E_tot ... -2004.6419 Ha
HOMO-LUMO gap (spin up / spin down) ... 9.085 / 8.146 eV
Relative energy (zero: lowest compared OMol25 entry of this formula, charge and spin) ... 14.29 kcal per mole
⟨S²⟩ ... 0.754

ORCA input file:
```
! wB97M-V def2-TZVPD RIJCOSX def2/J DEFGRID3
* xyz 1 2
Ru -0.2779 0.0336 -0.0155
N 0.0896 -0.5918 1.9391
C 1.4276 -0.0900 2.3347
C 2.3169 0.0741 1.1061
O 3.4979 0.2450 1.2002
O 1.6668 -0.0142 -0.0492
H -0.6446 -0.2848 2.5690
H 0.0645 -1.6083 1.9290
H 1.9161 -0.7499 3.0484
H 1.3135 0.8920 2.7926
N 0.0007 0.8135 -2.0063
N -0.0321 2.2205 -2.0392
C -0.1592 2.9524 -0.9233
N -0.1722 4.2757 -1.0587
S -0.3048 2.2543 0.6154
H 0.9192 0.4890 -2.3075
H -0.7333 0.4685 -2.6182
H 0.0527 2.6614 -2.9427
H -0.0401 4.7383 -1.9426
H -0.2670 4.8486 -0.2370
C -0.3320 -4.3331 -1.0101
C -0.7354 -2.8974 -1.1008
C -1.8772 -2.5403 -1.9877
O -0.1004 -2.0642 -0.4584
H -1.1550 -5.0024 -1.2500
H 0.0725 -4.5525 -0.0248
H 0.4656 -4.5005 -1.7396
H -2.7890 -2.9605 -1.5544
H -1.7485 -3.0204 -2.9596
H -1.9974 -1.4651 -2.0919
O -2.4285 0.6685 -0.9981
C -3.0004 0.0075 -0.1006
O -2.3097 -0.6534 0.7288
C -4.4877 -0.0213 -0.0066
C -5.1048 -0.6745 1.0531
C -6.4838 -0.6816 1.1130
C -7.2764 -0.0717 0.1602
C -6.6250 0.5641 -0.8784
C -5.2499 0.6080 -0.9816
N -7.4357 1.2299 -1.9227
O -6.8330 1.7817 -2.8195
O -8.6380 1.1774 -1.8076
N -7.1421 -1.3751 2.2438
O -6.4187 -1.8904 3.0691
O -8.3512 -1.3704 2.2657
H -4.5234 -1.1694 1.8163
H -8.3538 -0.0916 0.2252
H -4.7796 1.1264 -1.8035
*
```

---

Entry from the Open Molecules 2025 dataset: a structure of composition C13H18NO5PtSSe (ωB97M-V/def2-TZVPD).

## Properties
LUMO level (spin up / spin down) ... 0.1013 / 0.0826 hartree
E_tot ... -3856.1384 Ha
HOMO-LUMO gap (spin up / spin down) ... 5.783 / 6.234 eV
Relative energy (zero: lowest compared OMol25 entry of this formula, charge and spin) ... 0.21 kcal per mole
⟨S²⟩ ... 2.023

ORCA input file:
```
! wB97M-V def2-TZVPD RIJCOSX def2/J DEFGRID3
* xyz -1 3
Pt 0.4319 2.7667 0.5501
O 2.5629 1.9771 3.9546
C 2.0455 2.0584 2.7073
O 1.0794 2.8899 2.5251
C 2.5683 1.2602 1.6828
C 3.5679 0.2516 1.6822
C 3.8068 -0.4344 0.5209
C 3.0799 -0.1742 -0.6694
C 2.1237 0.8173 -0.6172
N 1.9229 1.4939 0.5003
C 1.1668 1.2438 -1.7244
O 1.1918 0.6830 -2.8062
O 0.3333 2.1949 -1.4033
H 2.0154 2.5607 4.4962
H 4.1073 0.0239 2.5908
H 4.5626 -1.2106 0.5177
H 3.2417 -0.7218 -1.5854
C -0.0533 -2.5421 -2.1428
C -1.4083 -2.5152 -1.4473
C -1.2986 -2.2920 0.0583
S -0.6798 -0.6374 0.5260
O 0.0117 -0.8443 1.8343
C -2.2682 0.1260 0.9432
C -3.2985 0.1577 -0.1793
C -2.8563 0.9480 -1.4055
H -0.1679 -2.7210 -3.2128
H 0.5772 -3.3336 -1.7299
H 0.4728 -1.5932 -2.0334
H -1.9276 -3.4655 -1.6090
H -2.0378 -1.7457 -1.8982
H -0.5407 -2.9485 0.4910
H -2.2399 -2.4761 0.5799
H -1.9982 1.1414 1.2470
H -2.6255 -0.4238 1.8179
H -4.2024 0.6150 0.2331
H -3.5815 -0.8636 -0.4541
H -2.5887 1.9672 -1.1261
H -3.6593 0.9900 -2.1441
H -1.9750 0.5219 -1.8868
Se -1.4622 4.2546 0.6163
*
```

---

Entry from the Open Molecules 2025 dataset: a structure of composition C13H19AgN7O4 (ωB97M-V/def2-TZVPD).

## Properties
LUMO level ... 0.0832 hartree
E_tot ... -1338.1314 Ha
HOMO-LUMO gap ... 6.558 eV
Relative energy (zero: lowest compared OMol25 entry of this formula, charge and spin) ... 0.00 kcal per mole

ORCA input file:
```
! wB97M-V def2-TZVPD RIJCOSX def2/J DEFGRID3
* xyz -1 1
Ag 0.9366 -1.1775 -0.6732
N 3.6662 0.2379 0.0754
C 4.4258 -0.7897 0.7921
C 3.7633 -2.1717 0.9066
O 4.4862 -3.0430 1.4289
N 2.5313 -2.3319 0.4398
C 2.0794 -3.7210 0.5279
C 0.7437 -4.0904 -0.1493
O 0.3479 -5.2431 0.0517
O 0.1335 -3.2331 -0.8819
H 3.2839 -0.1693 -0.7714
H 4.2794 0.9928 -0.2081
H 4.6140 -0.4496 1.8145
H 5.4084 -0.9862 0.3486
H 2.0098 -4.0486 1.5690
H 2.8274 -4.3848 0.0805
C -3.6047 1.4072 0.0412
C -3.4525 0.0013 -0.4272
N -2.3748 -0.7303 -0.3217
C -2.6741 -1.9566 -0.8771
C -3.9590 -1.9541 -1.3253
N -4.4528 -0.6960 -1.0361
H -2.6826 1.6921 0.5435
H -4.4278 1.5117 0.7521
H -3.7840 2.0953 -0.7891
H -1.9240 -2.7369 -0.9136
H -4.5567 -2.7055 -1.8104
H -5.3734 -0.3553 -1.2433
C -1.1500 4.0072 -1.5577
N -0.5679 3.0841 -0.6016
C -0.4767 3.3819 0.7140
C 0.0565 2.5115 1.5916
C 0.5240 1.2597 1.0730
N 0.4190 0.9651 -0.2150
C -0.1182 1.8413 -1.1065
O -0.2310 1.6358 -2.3001
N 1.0459 0.3459 1.9002
H -1.4360 4.9219 -1.0421
H -2.0246 3.5595 -2.0283
H -0.4327 4.2345 -2.3443
H -0.8587 4.3499 1.0103
H 0.1259 2.7430 2.6434
H 1.2824 0.6213 2.8361
H 1.5719 -0.4262 1.4828
*
```

---

Entry from the Open Molecules 2025 dataset: a cluster of 2 separate species, C13H19BClF3IN3O5 in total at a distorted geometry (ωB97M-V/def2-TZVPD).

## Properties
LUMO level ... -0.0761 hartree
E_tot ... -2129.6093 Ha
HOMO-LUMO gap ... 6.333 eV

ORCA input file:
```
! wB97M-V def2-TZVPD RIJCOSX def2/J DEFGRID3
* xyz 0 1
C -1.6153 -0.4448 2.4543
C -0.8647 -0.4128 1.0184
C -1.3627 -1.5396 -0.0256
Cl -2.9043 -2.3059 0.6864
C -1.5796 -1.0271 -1.5294
C -2.1921 -2.3049 -2.2980
C -3.7731 -2.2408 -2.5777
C -4.5339 -3.6132 -2.1452
F -4.8036 -4.4345 -3.2982
C -2.2994 0.3931 -1.7072
N -1.2542 1.4579 -1.8175
C -0.0196 0.6902 -2.0182
N 1.2048 1.2266 -1.9298
C 1.4563 2.6529 -1.5756
C 2.2788 2.6204 -0.1783
O 2.9568 1.6080 0.1089
I 2.1662 4.3156 1.2085
N -0.3320 -0.7370 -2.3496
H -2.7033 -0.0678 2.3968
H -1.0433 0.3183 3.1099
H -1.5182 -1.4476 2.9933
H 0.2501 -0.6085 1.2605
H -0.9171 0.6599 0.6330
H -0.5663 -2.3768 0.0001
H -1.9008 -3.2679 -1.7290
H -1.6837 -2.4115 -3.3315
H -3.9587 -2.0777 -3.7070
H -4.3270 -1.4011 -2.0405
H -5.5200 -3.3116 -1.6224
H -3.9268 -4.1864 -1.3653
H -2.9214 0.3726 -2.6804
H -2.9924 0.5051 -0.7997
H -1.2673 2.0202 -0.9434
H 1.9862 0.5607 -2.0927
H 2.0061 3.2162 -2.4067
H 0.5051 3.2534 -1.3567
H -0.5062 -0.6169 -3.3706
B 5.2638 1.5820 2.7189
O 6.4605 1.2450 3.5079
C 6.1742 1.4802 4.7878
O 6.9440 1.3057 5.7019
C 4.7984 1.9751 4.8985
O 4.2302 2.2819 5.9198
O 4.2501 2.0400 3.6856
F 4.7909 0.4222 2.0199
F 5.5647 2.6311 1.7859
*
```